(1)
{
  "formula": "C29H50ClFNO13S",
  "method": "ωB97M-V/def2-TZVPD",
  "mol_weight_g_mol": 707.231,
  "charge": 1,
  "spin_multiplicity": 1,
  "energy_ha": -3125.92843,
  "symbols": ["Cl", "S", "F", "O", "O", "O", "O", "O", "O", "O", "O", "O", "O", "O", "O", "O", "N", "C", "C", "C", "C", "C", "C", "C", "C", "C", "C", "C", "C", "C", "C", "C", "C", "C", "C", "C", "C", "C", "C", "C", "C", "C", "C", "C", "C", "C", "H", "H", "H", "H", "H", "H", "H", "H", "H", "H", "H", "H", "H", "H", "H", "H", "H", "H", "H", "H", "H", "H", "H", "H", "H", "H", "H", "H", "H", "H", "H", "H", "H", "H", "H", "H", "H", "H", "H", "H", "H", "H", "H", "H", "H", "H", "H", "H", "H", "H"],
  "positions_angstrom": [[5.0135, -3.3238, 2.0929], [3.5447, 1.7290, -2.2128], [2.6493, 1.7647, -3.4737], [-0.1412, -4.4868, 0.2261], [-4.1719, -1.6078, -0.0746], [4.4515, 2.8123, -2.3211], [1.1190, -0.3964, -3.3615], [4.1302, 0.4464, -2.0300], [3.1704, 1.8355, 0.3162], [-0.1716, -6.2609, -1.1625], [-2.5921, 3.5575, 2.1604], [-3.4409, 0.5312, 0.0892], [-1.8547, -4.8067, -1.1936], [-1.7863, 5.2292, 0.9434], [-0.2040, -1.9641, -2.4354], [-0.4847, 3.4440, 1.3781], [0.9394, 0.1390, -0.1524], [2.2661, 1.9416, 3.9541], [-3.5836, -2.2295, -1.2458], [-3.2054, 5.4471, 1.0591], [2.1912, 3.6731, -0.8049], [0.7045, -1.1553, -2.3253], [1.6980, 0.6912, 4.6206], [4.2455, -2.5265, 0.6810], [-1.2159, -6.8656, -1.9644], [-0.6395, -7.6640, -3.1215], [-4.6440, -2.6769, -2.2188], [-4.9797, 4.1155, 2.3332], [2.3068, 1.5897, 1.4248], [1.7981, 4.3663, -2.1068], [0.3657, 4.0914, -2.5944], [-2.0107, -5.6416, -2.3541], [-2.2974, -1.0516, 1.4253], [-3.5523, 4.6340, 2.2831], [-1.5258, 4.0270, 1.4884], [1.0348, 1.4689, -0.8565], [3.8740, -1.0809, 1.0353], [1.4161, -0.9968, -0.9852], [-0.9850, -1.3398, 0.6916], [1.6079, 0.2347, 1.2263], [-3.3620, -0.6431, 0.4254], [-0.5417, -0.0127, 0.0813], [-0.6677, -5.1322, -0.6245], [2.4508, -0.9763, 1.6157], [3.1206, 1.6808, 2.7050], [2.4193, 2.1357, -0.8294], [-1.0831, 0.1453, -0.8471], [-3.4283, 6.5052, 1.1654], [0.3234, -0.1611, -3.8557], [0.8400, 0.2790, 4.0914], [-0.3485, 3.9457, -1.7881], [-3.3126, 5.1729, 3.2016], [1.8484, 5.4338, -1.9057], [-3.6805, 5.0656, 0.1532], [4.6322, -0.7608, 1.7381], [-5.4701, -3.1453, -1.6965], [-2.6091, -1.9209, 1.9927], [1.5524, 2.3671, 1.5463], [0.3720, 3.1681, -3.1795], [0.4254, -7.8367, -2.9823], [1.3613, 0.9084, 5.6289], [-5.5374, 4.6098, 3.1266], [-1.5881, -5.1169, -3.2142], [3.3934, -3.1155, 0.3641], [0.3639, 2.1363, -0.3320], [0.8077, 0.2689, 1.9576], [-4.9983, 3.0440, 2.5207], [-2.1607, -0.2096, 2.0952], [-4.2060, -3.4394, -2.8610], [-2.9613, -3.0629, -0.9387], [-3.0610, -5.8522, -2.5403], [-5.5132, 4.3065, 1.4019], [3.8313, 0.8769, 2.8473], [3.1348, 4.0903, -0.4724], [-1.7931, -7.5159, -1.3046], [-2.9401, -1.4908, -1.7245], [0.0527, 4.8614, -3.2868], [1.4616, 2.6416, 3.7430], [2.4749, 4.1995, -2.9345], [1.4486, 3.9198, -0.0494], [-1.1327, -8.6309, -3.2016], [0.6652, 1.4248, -1.8729], [-0.7804, -7.1549, -4.0756], [3.7141, 2.5843, 2.5769], [5.0141, -2.5084, -0.0784], [-1.1536, -2.1119, -0.0505], [-4.9809, -1.8741, -2.8626], [2.9413, 2.3943, 4.6736], [2.4404, -0.0980, 4.7102], [1.3278, -1.9609, -0.5072], [-0.2648, -1.7422, 1.3978], [1.9363, -1.9180, 1.4517], [-0.8807, 0.7857, 0.7329], [2.4742, -0.8338, -1.1889], [4.0361, -0.4977, 0.1344], [2.5516, -0.9225, 2.6922]]
}

---

(2)
{
  "formula": "C29H50F10NO7S3",
  "method": "ωB97M-V/def2-TZVPD",
  "mol_weight_g_mol": 810.900,
  "charge": -1,
  "spin_multiplicity": 1,
  "energy_ha": -3909.14494,
  "symbols": ["S", "S", "S", "F", "F", "F", "F", "F", "F", "F", "F", "F", "F", "O", "O", "O", "O", "O", "O", "O", "N", "C", "C", "C", "C", "C", "C", "C", "C", "C", "C", "C", "C", "C", "C", "C", "C", "C", "C", "C", "C", "C", "C", "C", "C", "C", "C", "C", "C", "C", "H", "H", "H", "H", "H", "H", "H", "H", "H", "H", "H", "H", "H", "H", "H", "H", "H", "H", "H", "H", "H", "H", "H", "H", "H", "H", "H", "H", "H", "H", "H", "H", "H", "H", "H", "H", "H", "H", "H", "H", "H", "H", "H", "H", "H", "H", "H", "H", "H", "H"],
  "positions_angstrom": [[-7.3754, -3.9503, -1.0453], [1.9727, -5.2667, 0.2673], [-3.0694, -2.6552, -3.3617], [3.1695, -6.5355, 0.4026], [2.1032, -1.9193, 1.5602], [0.6931, -4.1418, 0.3100], [1.8066, -5.4056, 2.0027], [4.2856, -1.7389, 0.6619], [4.4050, -4.3136, -0.4556], [0.8015, -6.5084, 0.1107], [2.1137, -5.2553, -1.4389], [-0.6054, -2.7108, -2.5689], [3.9702, -4.3324, 1.8897], [-8.4873, -3.7067, -2.1365], [-0.9730, -1.8230, 1.2216], [-6.1339, -4.8203, -1.8266], [-2.1599, -2.4547, -0.9233], [-2.9080, 0.3848, -4.5904], [-8.0257, -4.7857, 0.1255], [-3.2973, 1.8028, -2.7104], [-0.4282, 1.7851, 2.5448], [-5.2573, -2.0730, -0.1708], [8.9993, 0.3439, 1.8158], [1.1650, -0.1535, -2.4931], [-3.7213, 6.5122, -0.9917], [-2.6753, 0.6933, -3.1400], [-6.8704, -2.2547, -0.4164], [3.3196, -4.0370, 0.5587], [-3.5505, 0.0739, -0.0515], [-4.4123, 4.6536, 0.6745], [-3.6391, 5.0342, -0.5914], [-5.1343, 7.0547, -1.2164], [-1.6327, -0.2158, -2.1846], [-1.3584, 1.2922, 0.1567], [10.4255, 0.6603, 2.2376], [-1.6142, -1.5397, 0.0866], [8.1222, -0.1517, 2.9693], [2.9698, -2.4585, 0.4457], [8.5717, -1.4664, 3.6181], [1.6817, -0.4726, -0.9889], [-1.7552, -1.8437, -2.2351], [-0.2594, 0.5427, -2.7094], [-1.4867, 1.3003, 1.7890], [8.6860, -2.6619, 2.6699], [-5.8688, 6.3665, -2.3571], [2.4811, -1.9409, -1.0504], [7.3623, -3.0504, 2.0289], [-4.7780, -0.6098, -0.8278], [-3.9054, 5.3574, 1.9234], [-2.0369, -0.0570, -0.5684], [-5.7262, 6.9771, -0.2983], [10.9922, 1.0476, 1.3847], [1.3196, -1.1504, -3.1334], [7.8630, -1.7146, 4.4183], [-0.2279, 1.4364, -0.0931], [1.8405, -2.7210, -1.6410], [-3.5880, -0.3499, 1.0662], [-2.8054, -4.0478, -3.1703], [6.9662, -2.2477, 1.4003], [-4.0264, 6.4421, 1.8535], [-2.5836, 4.7715, -0.4544], [-5.4814, 4.8549, 0.5469], [9.0613, -3.5212, 3.2390], [-6.8549, 6.8208, -2.4967], [-2.4351, 0.9392, 2.3961], [-2.8468, 5.1367, 2.0928], [-1.9108, 2.2545, -0.2846], [-0.4138, 0.6627, -3.8893], [7.4970, -3.9323, 1.3945], [-0.6567, 1.7263, 3.5652], [-7.4219, -2.0675, 0.6009], [7.0936, -0.2592, 2.6050], [9.4282, -2.4636, 1.8894], [-5.0122, -2.0807, 0.9971], [-3.8006, 1.2349, 0.0741], [10.4395, 1.4199, 3.0255], [-5.8906, -4.3677, -2.6944], [2.5391, 0.3110, -0.7112], [-4.6990, -2.9880, -0.6393], [9.5393, -1.3160, 4.1115], [-5.7324, 0.0907, -0.6577], [-3.9980, 4.4127, -1.4204], [-5.3145, 6.4680, -3.2950], [-4.4660, 5.0171, 2.8000], [-4.3199, 3.5710, 0.8237], [10.9454, -0.2292, 2.6043], [-4.7077, -0.7607, -1.9766], [9.0103, -0.3870, 1.0000], [0.9024, -0.4150, -0.1290], [1.9806, 0.5888, -2.9596], [-3.1370, 6.6526, -1.9099], [-5.0624, 8.1249, -1.4458], [8.0866, 0.6220, 3.7451], [-3.2281, 7.1238, -0.2268], [6.6165, -3.2939, 2.7916], [3.4780, -1.7082, -1.6571], [-7.2875, -1.4611, -1.1840], [-0.1782, 1.6717, -2.3266], [-6.0199, 5.3019, -2.1570], [8.5478, 1.2550, 1.4050]]
}

---

Question: What is the formula in the second record?
Answer: C29H50F10NO7S3

---

Question: Among the records above, which one has the lowest charge?
Answer: C29H50F10NO7S3